DFT (the ωB97M-V functional and the def2-TZVPD basis) results for a 5-piece molecular cluster, C21H32BF12N2O12 overall.

For the largest force on an atom, the calculation gives 0.900 eV/Å. The value obtained for the total energy is -3055.24415 hartree. The value obtained for the frontier orbital gap is 5.837 eV. The calculation puts the highest occupied orbital energy at -0.144 Eh. For the LUMO energy, the calculation gives 1.9 eV. As for the charge: -1.

Cartesian coordinates (Å):
1 N 0.272 -2.268 5.100
2 H 3.216 -2.646 2.457
3 C 6.299 1.687 5.695
4 H -0.838 -0.541 4.518
5 C -8.052 4.568 -1.733
6 C -2.208 -2.014 5.333
7 O -7.824 2.139 -1.665
8 O -2.234 -3.175 5.795
9 C 0.112 -0.027 -1.958
10 H 2.088 -0.144 2.266
11 O 1.143 -1.639 -8.135
12 H -3.110 1.495 -3.875
13 C -6.567 1.885 -1.989
14 F 0.191 0.102 0.404
15 H -1.513 -0.607 1.792
16 H 9.941 0.719 4.215
17 O -0.375 1.201 -1.921
18 H 0.842 -2.776 -5.726
19 H -7.290 3.381 -0.087
20 H 2.755 -1.680 -6.915
21 C -2.536 1.095 -3.042
22 H -0.002 -1.234 -5.656
23 F -5.299 0.443 -3.354
24 C 8.000 1.625 4.080
25 H -3.022 1.384 -2.111
26 H -2.809 -0.874 2.696
27 F -7.429 0.516 -3.737
28 F 0.473 -1.153 -10.876
29 H 1.509 -1.441 -4.776
30 H 8.597 -0.436 4.227
31 H -8.790 4.475 -2.530
32 C 1.767 -1.226 -6.897
33 C -6.492 0.566 -2.782
34 C 2.191 -1.340 3.826
35 H 8.295 2.608 4.445
36 B -1.269 -2.160 3.070
37 C 0.877 -0.318 -0.652
38 O -0.826 -3.404 2.691
39 H 2.125 -1.790 5.876
40 F 4.513 1.410 7.216
41 H 0.041 -2.537 6.049
42 C 2.598 -2.731 3.350
43 C -8.043 3.324 -0.872
44 H -8.297 5.439 -1.126
45 F -0.532 -2.777 -9.851
46 H 1.707 -3.330 3.179
47 F 4.051 2.272 5.289
48 C -0.935 -1.629 4.520
49 H -7.079 4.733 -2.194
50 F 4.505 0.157 5.451
51 H -0.597 1.321 -3.987
52 C 4.809 1.367 5.922
53 F -6.679 -0.471 -1.962
54 H 7.992 1.658 2.993
55 C 1.423 -1.387 5.140
56 O -5.604 2.531 -1.703
57 C 0.136 -0.894 -8.554
58 H 1.193 -0.351 5.439
59 H 3.157 -3.213 4.154
60 O 0.019 -0.810 -2.858
61 O 6.636 1.359 4.456
62 F -1.566 -0.910 -10.194
63 C -0.390 -1.449 -9.893
64 N -2.097 -1.354 2.150
65 F 1.124 -1.612 -0.535
66 H -1.524 -3.903 2.260
67 H -9.010 3.173 -0.399
68 F 2.060 0.334 -0.667
69 C 8.930 0.540 4.578
70 O 1.470 -0.627 2.816
71 H -2.547 0.008 -3.103
72 H -1.113 2.713 -3.037
73 O -3.085 -1.127 5.406
74 H 3.121 -0.798 4.016
75 C 0.983 -1.695 -5.693
76 H 1.895 -0.145 -6.900
77 H 8.954 0.514 5.667
78 O 7.003 2.184 6.522
79 C -1.121 1.626 -3.081
80 O -0.310 0.086 -8.035

Now the Mulliken charges, all in e: N -0.24; H 0.43; C 0.27; H 0.02; C -1.09; C 0.16; O -0.34; O -0.73; C 0.05; H 0.31; O -0.30; H 0.43; C 0.38; F -0.25; H 0.20; H 0.38; O -0.29; H 0.29; H 0.33; H 0.32; C -1.06; H 0.28; F -0.20; C -0.24; H 0.32; H 0.32; F -0.26; F -0.26; H 0.33; H 0.30; H 0.30; C -0.29; C 0.87; C 0.78; H 0.33; B 0.60; C 1.23; O -0.68; H 0.53; F -0.26; H 0.27; C -1.48; C -0.23; H 0.37; F -0.25; H 0.17; F -0.26; C 0.33; H 0.31; F -0.26; H 0.26; C 1.00; F -0.26; H 0.32; C -1.09; O -0.50; C 0.34; H 0.37; H 0.40; O -0.57; O -0.30; F -0.24; C 0.92; N -0.79; F -0.24; H 0.25; H 0.32; F -0.31; C -1.11; O -0.44; H 0.34; H 0.35; O -0.75; H 0.14; C -0.93; H 0.32; H 0.32; O -0.53; C -0.31; O -0.51